ORCA calculation (ωB97M-V with the def2-TZVPD basis set) on a cluster of 2 separate species, C2H5NOS in total at a distorted geometry.

Geometry (Å):
C: 0.07853 1.40887 0.92113
C: -0.00220 -1.34951 -0.20798
N: 1.17474 1.81666 0.41985
O: -1.21773 -0.11639 2.53763
S: 0.10574 0.01243 2.00932
H: -0.95408 1.69871 0.62462
H: 1.06302 -1.50131 -0.09531
H: -0.36815 -0.45860 -0.66630
H: -0.74516 -2.20579 -0.19806
H: 1.16146 2.45800 -0.43679

Force components x, y, z for each atom (eV/Å):
C 0.341 0.738 -1.654
C -0.832 -0.463 1.362
N -0.167 0.166 -0.914
O -2.751 -0.152 1.438
S 2.328 -0.643 -1.755
H 0.439 -0.012 0.235
H -0.142 -0.173 -0.404
H 0.099 0.287 -0.524
H 1.274 1.092 0.330
H -0.590 -0.841 1.886

**ΔE to the lowest compared entry with this formula, charge and spin**: 103.3 kcal per mole
**2S+1**: 1
**Energy**: -16523.9011 eV
**LUMO (spin up / spin down)**: -0.91 / -0.34 eV
**HOMO (spin up / spin down)**: -8.81 / -8.66 eV
**Total charge**: 0

Atom charges from the natural (NBO) analysis, given in e for atoms 1 to 5: -0.143 -0.575 -0.617 -0.899 1.107